ORCA calculation (the ωB97M-V functional and the def2-TZVPD basis) on a 2-piece molecular cluster, C2H3N2O2S overall.

- Relative energy (zero: lowest compared OMol25 entry of this formula, charge and spin): 88.8 kcal/mol
- Kohn-Sham gap (alpha / beta): 0.30273 / 0.23289 Ha
- Net charge: -1
- HOMO energy (alpha / beta): -4.259 / -3.057 eV

Geometry (Å):
C 0.559 1.742 0.424
C 0.282 0.424 0.131
N 0.400 2.831 0.783
N 1.044 -0.687 0.332
O -2.154 -0.769 -1.296
O -1.409 -1.444 0.954
S -1.740 -0.331 0.045
H 0.522 0.611 -2.281
H 0.473 -1.536 0.414
H 2.023 -0.842 0.495

These are the natural (NBO) partial charges, in e, on atoms 1 to 5: number 1, C, carries 0.17; number 2, C, carries -0.12; number 3, N, carries -0.40; number 4, N, carries -0.79; number 5, O, carries -0.98